{
  "formula": "C34H41CaN7O4S2Si",
  "method": "ωB97M-V with the def2-TZVPD basis set",
  "species": ["Ca", "C", "C", "N", "C", "C", "S", "C", "C", "N", "H", "H", "H", "H", "H", "H", "H", "H", "H", "H", "H", "H", "H", "H", "O", "C", "C", "C", "C", "C", "C", "C", "N", "C", "C", "N", "H", "H", "H", "H", "H", "H", "H", "O", "S", "O", "N", "C", "C", "C", "C", "C", "C", "C", "C", "N", "C", "C", "C", "C", "C", "C", "C", "H", "H", "H", "H", "H", "H", "H", "H", "H", "H", "H", "C", "Si", "C", "C", "O", "H", "H", "H", "H", "H", "H", "H", "H", "H", "N", "C"],
  "xyz": [[-0.050, 0.401, -0.225], [1.319, -3.162, -0.660], [0.429, -3.128, 0.560], [0.539, -1.971, 1.438], [1.613, -1.689, 2.266], [3.003, -2.211, 1.990], [4.122, -1.187, 1.011], [4.244, -2.139, -0.525], [3.166, -1.773, -1.588], [1.732, -1.939, -1.382], [0.839, -3.857, -1.365], [2.239, -3.691, -0.383], [0.688, -4.017, 1.179], [-0.645, -3.237, 0.276], [-0.349, -1.851, 1.906], [1.348, -1.814, 3.372], [1.663, -0.412, 2.324], [2.962, -3.197, 1.531], [3.554, -2.294, 2.943], [4.242, -3.210, -0.292], [5.219, -1.903, -0.966], [3.386, -2.342, -2.538], [3.252, -0.715, -1.878], [1.272, -1.972, -2.280], [-0.126, 0.999, -2.194], [0.468, 1.649, -3.108], [-0.241, 1.882, -4.322], [0.456, 2.094, -5.480], [1.854, 2.200, -5.485], [2.523, 2.281, -4.278], [1.875, 2.078, -3.034], [2.536, 2.274, -1.737], [2.085, 1.977, -0.509], [3.041, 2.390, 0.385], [4.055, 3.034, -0.286], [3.741, 2.940, -1.613], [-1.326, 1.748, -4.313], [-0.007, 2.202, -6.470], [2.446, 2.230, -6.378], [3.591, 2.564, -4.269], [2.896, 2.247, 1.433], [4.879, 3.538, 0.150], [4.272, 3.294, -2.422], [-0.859, -1.770, -2.568], [-2.191, -1.916, -2.076], [-2.807, -3.209, -1.941], [-2.104, -1.086, -0.595], [-3.207, -1.127, 0.223], [-4.500, -1.693, -0.059], [-5.517, -1.664, 0.914], [-5.347, -1.075, 2.170], [-4.092, -0.545, 2.507], [-3.827, 0.126, 3.729], [-2.646, 0.829, 3.957], [-1.694, 0.745, 2.946], [-1.851, 0.091, 1.814], [-3.005, -0.526, 1.522], [-3.335, -0.956, -3.010], [-3.884, -1.568, -4.141], [-4.635, -0.790, -5.029], [-4.910, 0.534, -4.688], [-4.457, 1.089, -3.496], [-3.563, 0.370, -2.672], [-4.618, -2.194, -1.013], [-6.513, -2.007, 0.643], [-6.178, -1.143, 2.899], [-4.642, 0.096, 4.461], [-2.515, 1.408, 4.855], [-0.727, 1.255, 3.046], [-3.707, -2.640, -4.239], [-5.006, -1.204, -5.965], [-5.574, 1.145, -5.303], [-4.749, 2.112, -3.227], [-3.097, 0.816, -1.772], [1.196, 2.857, 4.454], [2.087, 1.270, 4.027], [3.931, 1.622, 4.031], [1.527, 0.064, 5.359], [1.552, 0.736, 2.524], [1.268, 2.939, 5.562], [0.106, 2.802, 4.249], [1.625, 3.759, 3.974], [4.105, 2.431, 4.754], [4.269, 1.983, 3.046], [4.541, 0.737, 4.330], [1.734, 0.477, 6.376], [1.954, -0.936, 5.291], [0.431, -0.083, 5.267], [-1.947, 3.286, -0.012], [-1.426, 2.242, 0.086]],
  "forces_ev_per_a": [[0.950, -1.792, 2.161], [1.198, -0.793, -1.093], [-0.802, -0.003, 1.587], [-2.469, -0.164, -3.120], [2.015, 0.613, 3.088], [-0.911, -0.543, 0.891], [0.425, 0.325, -0.727], [-1.046, 0.394, -0.460], [0.375, -0.051, -1.747], [-0.840, -0.441, 1.855], [-0.056, 0.134, 0.002], [-0.093, 0.067, 0.042], [-0.112, -0.267, -0.482], [0.788, 0.251, 0.116], [0.252, 0.273, -0.083], [0.361, -0.708, -1.004], [0.247, -2.083, -0.037], [0.510, -0.294, -0.045], [-0.466, -0.168, -0.260], [0.030, 0.147, 0.002], [-0.197, -0.020, -0.009], [0.508, 0.201, 0.678], [0.465, -0.173, 0.267], [-0.046, 0.485, 0.082], [0.384, 1.041, -1.350], [0.552, -0.493, 0.265], [0.058, 0.046, -0.380], [0.355, 0.161, -0.983], [0.242, 0.175, 0.588], [0.162, 0.231, 1.342], [-0.964, -0.157, -0.826], [0.082, 0.293, 0.783], [0.272, -0.630, -1.020], [0.113, 0.831, -1.076], [-1.001, -0.821, 0.956], [-0.006, 0.065, -1.564], [0.390, -0.012, 0.072], [-0.274, -0.221, 0.527], [-0.067, 0.244, -0.524], [-0.429, -0.386, -0.135], [-0.089, -0.150, 0.211], [0.724, 0.304, -0.180], [-0.543, -0.310, 1.035], [0.453, -0.632, -1.205], [-0.321, 2.390, 4.288], [0.184, -0.931, -0.496], [-0.798, -1.448, -1.761], [-0.374, -0.666, -0.372], [1.449, 0.600, 0.711], [0.210, 0.857, 0.370], [-0.823, -1.269, -0.524], [1.543, 0.775, -0.698], [-0.065, 0.231, 0.211], [-1.716, -1.216, -0.516], [1.132, 0.395, -0.359], [0.338, -0.177, 0.088], [-1.912, 0.010, 1.348], [0.299, 0.171, -0.745], [-0.138, 0.447, 0.026], [0.248, -0.270, 0.390], [-0.495, 0.155, 0.218], [0.702, 0.016, 0.326], [-0.615, 0.486, -0.132], [-0.331, 0.133, 0.281], [0.145, -0.235, 0.042], [0.650, 0.314, -0.402], [0.317, 0.203, -0.054], [0.234, 0.037, 0.114], [-0.367, -0.296, -0.100], [-0.054, 0.320, -0.368], [-0.014, -0.001, 0.222], [0.260, -0.240, -0.047], [0.244, -0.442, -0.098], [-0.303, -0.249, -0.672], [-0.334, 0.450, 0.760], [-1.603, -0.895, -3.014], [0.536, -0.198, 0.410], [-0.161, 0.131, 0.804], [0.618, 3.757, 2.259], [0.090, 0.368, -0.405], [0.680, 0.056, -0.141], [-0.305, -0.426, 0.266], [0.196, -0.154, -0.014], [-0.130, -0.268, 0.347], [-0.342, 0.607, -0.285], [-0.134, -0.324, -0.511], [0.207, 0.013, -0.006], [0.447, 0.233, 0.007], [0.126, -0.660, 0.162], [-1.015, 2.242, -0.169]],
  "energy_ha": -3768.07615,
  "relative_energy_kj_mol": 174.4,
  "e_homo_ev": -0.601,
  "homo_lumo_gap_ev": 4.922,
  "total_charge": -2
}

{
  "formula": "C6H9F3O5S",
  "method": "ωB97M-V with the def2-TZVPD basis set",
  "species": ["C", "C", "O", "C", "O", "F", "C", "O", "F", "C", "O", "F", "C", "O", "S", "H", "H", "H", "H", "H", "H", "H", "H", "H"],
  "xyz": [[-2.490, 1.162, 0.314], [-1.256, 0.535, -0.251], [-0.162, 1.486, 0.028], [1.115, 1.123, -0.282], [1.486, 1.286, -1.623], [1.865, 2.054, 0.459], [1.668, -0.262, 0.366], [1.636, -0.306, 1.692], [2.989, -0.450, -0.175], [0.757, -1.369, -0.143], [0.893, -1.648, -1.503], [0.938, -2.435, 0.661], [-0.966, -0.819, 0.353], [-1.056, -0.834, 1.732], [-2.131, -2.024, -0.414], [-2.371, 2.178, -0.101], [-2.465, 1.116, 1.453], [-3.227, 0.539, -0.158], [-1.338, 0.405, -1.270], [1.646, 2.155, -1.910], [2.318, 0.370, 2.068], [1.617, -1.137, -1.828], [-0.140, -0.931, 2.059], [-1.328, -2.194, -1.529]],
  "forces_ev_per_a": [[1.288, 0.326, 0.666], [1.718, 0.227, 2.448], [-0.052, -1.104, -0.224], [1.666, 1.509, 0.800], [-0.756, -3.500, 1.261], [0.064, 0.033, -0.248], [-0.527, 0.351, -3.621], [2.471, 2.033, 1.878], [-1.364, 0.259, 0.857], [-2.760, 1.084, 0.415], [-1.332, -0.447, 2.125], [0.173, -0.858, -0.502], [2.504, -1.286, -1.340], [0.613, -0.223, -0.174], [0.954, -0.166, -0.492], [-1.062, -0.190, 0.499], [-0.272, 0.194, -1.673], [-1.199, 0.382, 0.240], [-0.073, -0.060, -2.418], [0.090, 2.100, 0.033], [-1.864, -1.455, -0.916], [1.071, 0.642, -0.588], [-0.642, 0.047, 0.216], [-0.707, 0.100, 0.757]],
  "energy_ha": -1307.97421,
  "relative_energy_kj_mol": 45.3,
  "e_homo_ev": -9.311,
  "homo_lumo_gap_ev": 9.771,
  "total_charge": 0,
  "smiles": "C[C@H]1O[C@@](O)(F)[C@](O)(F)[C@@](O)(F)[C@]1(O)S"
}

{
  "formula": "CHFO2S",
  "method": "ωB97M-V with the def2-TZVPD basis set",
  "species": ["C", "O", "O", "F", "S", "H"],
  "xyz": [[-0.222, -0.209, 1.232], [1.861, 0.083, -0.296], [-0.452, -0.419, -1.431], [-1.353, -0.787, 0.888], [0.373, -0.053, -0.311], [-0.207, 1.385, -0.083]],
  "forces_ev_per_a": [[-2.034, -0.882, 2.331], [-3.449, -0.906, -0.399], [0.903, -0.956, 0.214], [-1.107, -0.233, 1.685], [4.938, 4.774, -4.344], [0.748, -1.798, 0.514]],
  "energy_ha": -687.01113,
  "relative_energy_kj_mol": 554.1,
  "e_homo_ev": -11.334,
  "homo_lumo_gap_ev": 9.018,
  "total_charge": 0
}

{
  "formula": "C4H5NS",
  "method": "ωB97M-V with the def2-TZVPD basis set",
  "species": ["S", "N", "C", "C", "C", "C", "H", "H", "H", "H", "H"],
  "xyz": [[0.067, -1.210, -1.483], [-0.005, -0.133, -0.174], [0.088, 1.251, -0.285], [0.071, 1.712, 0.986], [-0.083, 0.601, 1.872], [-0.046, -0.533, 1.147], [-1.260, -1.343, -1.746], [0.170, 1.656, -1.270], [0.089, 2.759, 1.285], [-0.185, 0.641, 2.964], [-0.031, -1.612, 1.393]],
  "forces_ev_per_a": [[-0.168, 0.019, -0.086], [0.288, -0.607, -0.856], [-0.013, -1.503, 0.339], [-0.514, 1.043, 0.657], [0.334, 0.573, 1.508], [-0.299, -0.878, -0.719], [0.300, 0.125, 0.184], [0.010, 0.427, -0.128], [0.040, -0.348, -0.109], [0.202, 0.087, -0.640], [-0.180, 1.062, -0.152]],
  "energy_ha": -608.32706,
  "relative_energy_kj_mol": 62.0,
  "e_homo_ev": -8.747,
  "homo_lumo_gap_ev": 9.489,
  "total_charge": 0,
  "smiles": "Sn1cccc1"
}

Copy entry 3 word for word.
{
  "formula": "CHFO2S",
  "method": "ωB97M-V with the def2-TZVPD basis set",
  "species": ["C", "O", "O", "F", "S", "H"],
  "xyz": [[-0.222, -0.209, 1.232], [1.861, 0.083, -0.296], [-0.452, -0.419, -1.431], [-1.353, -0.787, 0.888], [0.373, -0.053, -0.311], [-0.207, 1.385, -0.083]],
  "forces_ev_per_a": [[-2.034, -0.882, 2.331], [-3.449, -0.906, -0.399], [0.903, -0.956, 0.214], [-1.107, -0.233, 1.685], [4.938, 4.774, -4.344], [0.748, -1.798, 0.514]],
  "energy_ha": -687.01113,
  "relative_energy_kj_mol": 554.1,
  "e_homo_ev": -11.334,
  "homo_lumo_gap_ev": 9.018,
  "total_charge": 0
}